150
Properties=species:S:1:pos:R:3:forces:R:3 method="wB97M-V/def2-TZVPD" de_lowest_kj_mol=568.6 homo_lumo_gap_ev=8.978 energy_ha=-2809.387906 smiles=COCCNCCOC.COCCNCCOC.COCCNCCOC.COCCNCCOC.COCCNCCOC.COCCNCCOC.O.O homo_energy_ev=-8.425
C 1.0516 3.4574 -3.9128 0.8 -0.3 -1.0
O 1.1469 2.2264 -3.2004 -1.0 0.3 -0.2
C -0.1238 1.5181 -3.2124 0.6 0.7 0.5
C 0.0060 0.1953 -2.4518 0.0 0.1 -0.3
N -0.9144 -0.8569 -2.9194 1.1 0.7 1.2
C -2.2858 -0.4655 -2.6745 -1.5 -1.7 -0.7
C -3.1647 -1.7699 -2.8426 -0.2 2.3 0.9
O -3.2437 -2.1543 -4.1535 -0.4 -1.2 -1.8
C -4.0289 -1.4407 -5.1029 0.5 0.0 0.0
H 2.0396 3.8367 -4.1736 0.4 -0.1 0.9
H 0.4772 4.2660 -3.4607 -0.2 -0.3 0.4
H 0.7248 3.3096 -4.9421 -0.9 -0.3 -0.1
H -0.4148 1.3319 -4.2462 0.0 -0.1 -0.3
H -0.8841 2.1604 -2.7682 -0.2 0.2 0.0
H -0.2197 0.2675 -1.3879 0.0 0.5 0.0
H 1.0769 -0.0035 -2.4946 -0.1 -0.8 -0.3
H -0.8387 -1.0407 -3.9097 0.2 0.0 -0.1
H -2.5539 0.3098 -3.3922 -0.7 0.0 -0.4
H -2.6256 -0.0256 -1.7369 1.2 -0.1 0.6
H -4.1448 -1.5680 -2.4105 -0.5 0.2 -0.1
H -2.7865 -2.6046 -2.2525 0.5 0.1 -0.2
H -4.1744 -2.1024 -5.9568 0.2 -0.1 0.1
H -3.4908 -0.5599 -5.4532 0.0 0.2 0.0
H -5.0253 -1.1219 -4.7970 0.0 -0.1 0.6
C 0.7064 -10.3816 -7.7238 -1.3 1.6 -1.2
O 1.8381 -10.8356 -7.1249 1.7 -0.7 1.4
C 2.9790 -9.9956 -7.0510 1.4 -0.3 0.0
C 4.2393 -10.8232 -6.6355 -1.2 -0.4 -1.7
N 4.6777 -11.7578 -7.6829 1.0 -0.7 0.0
C 5.9195 -12.4907 -7.2270 -1.7 0.7 0.4
C 6.1853 -13.8057 -7.9078 -2.0 0.2 -1.3
O 4.9410 -14.6172 -7.8930 2.4 -1.4 -0.3
C 5.1767 -16.0228 -8.3167 -1.4 0.5 1.7
H 0.1392 -9.5714 -7.2656 -0.1 -0.2 1.5
H 0.0171 -11.2076 -7.8988 0.2 0.0 -0.2
H 0.8965 -9.7786 -8.6117 0.5 -0.8 -1.1
H 2.9979 -9.2722 -6.2358 -1.0 0.5 0.0
H 3.1318 -9.4921 -8.0055 0.0 0.1 -0.1
H 3.8770 -11.2719 -5.7106 0.5 -0.5 0.4
H 5.1214 -10.2080 -6.4580 -0.4 0.5 0.3
H 3.9971 -12.4771 -7.8816 -0.4 0.1 0.1
H 5.7167 -12.6530 -6.1684 0.8 -0.2 0.4
H 6.7716 -11.8349 -7.4060 0.1 0.0 0.3
H 7.0923 -14.2575 -7.5062 -0.3 -0.5 0.2
H 6.3224 -13.5622 -8.9613 0.5 -0.2 -0.2
H 4.2076 -16.5075 -8.1982 -0.5 0.4 -0.8
H 5.6430 -16.6358 -7.5455 1.2 0.6 0.2
H 5.5997 -16.2441 -9.2966 0.1 0.7 0.0
C -5.8676 11.1428 -0.0911 0.7 -0.1 2.1
O -5.2450 11.5166 1.2357 -1.1 -0.1 -2.2
C -4.7061 10.4122 1.9156 0.1 -0.1 0.8
C -3.3424 9.9888 1.4170 0.0 0.7 0.4
N -2.8559 8.7687 2.0056 -0.2 -1.0 -1.2
C -1.6569 8.3119 1.3447 -0.2 0.4 -0.1
C -0.9206 7.1869 2.0554 -0.4 0.1 0.4
O -0.6271 7.4831 3.4386 0.1 -1.7 -1.4
C 0.2451 8.5358 3.6394 -0.5 1.4 1.1
H -6.5465 10.3117 0.0997 0.0 -0.2 -0.1
H -5.0934 10.8319 -0.7925 -0.1 0.1 -0.1
H -6.4736 11.9586 -0.4852 0.4 0.2 0.3
H -5.3766 9.5548 1.9734 -0.3 -0.2 -0.5
H -4.5975 10.7145 2.9572 0.0 0.3 0.1
H -2.6456 10.8155 1.5556 0.3 0.4 0.5
H -3.3712 9.9951 0.3274 -0.1 -1.0 -0.3
H -2.8909 8.5467 2.9903 -0.1 0.7 -0.1
H -1.0371 9.1791 1.1169 0.9 0.3 0.7
H -1.8611 8.0844 0.2985 -0.5 -1.0 -0.1
H -0.0762 6.9210 1.4195 0.7 0.2 0.4
H -1.4641 6.2461 2.1420 -0.6 0.3 -0.2
H 1.1491 8.6080 3.0347 -0.2 -0.3 -0.4
H 0.5429 8.5279 4.6878 0.2 -0.3 0.0
H -0.3891 9.4191 3.5649 0.6 0.8 -0.4
C 3.3338 -5.2596 4.7578 0.7 0.6 1.6
O 3.3096 -4.8351 6.1781 1.5 -0.8 -1.0
C 2.0457 -4.6242 6.6828 -2.2 0.2 1.3
C 1.8368 -4.5092 8.2623 0.9 0.5 0.7
N 1.4715 -5.7299 9.0086 0.8 -1.7 -1.7
C 2.3316 -6.8802 8.6361 -0.5 -0.5 0.2
C 2.1498 -7.9734 9.6704 0.5 0.5 0.0
O 2.4402 -7.4107 10.9533 0.4 0.2 -0.9
C 2.6297 -8.3077 12.0068 -1.4 -0.8 -0.2
H 2.3712 -5.1574 4.2568 0.0 -0.2 0.2
H 3.7598 -6.2622 4.7219 -0.5 -0.2 0.0
H 4.0691 -4.6322 4.2540 -0.2 0.2 0.0
H 1.3849 -5.4371 6.3819 -0.3 -0.2 -0.1
H 1.6673 -3.7207 6.2045 -0.4 0.3 0.3
H 1.1113 -3.7710 8.6039 -0.7 0.1 -1.1
H 2.6742 -4.0444 8.7825 1.1 -0.2 -0.6
H 1.7577 -5.7183 9.9771 -0.4 1.2 0.4
H 3.3825 -6.6025 8.5553 0.3 0.1 0.1
H 2.1040 -7.4276 7.7214 -0.4 0.6 -0.5
H 2.8009 -8.7863 9.3490 0.5 -0.2 0.6
H 1.1407 -8.3823 9.6188 -0.3 0.2 0.3
H 3.6716 -8.5268 12.2402 0.0 0.3 0.1
H 2.1158 -9.2297 11.7348 0.2 -0.5 0.1
H 2.0315 -7.9487 12.8442 0.6 0.2 0.4
C -8.2246 -1.7209 3.0082 0.3 -0.9 -0.8
O -7.5778 -3.0212 3.0617 -1.0 0.2 -0.9
C -6.6766 -3.4705 4.0751 -1.0 -0.4 -0.1
C -6.6342 -5.0366 4.0822 -0.4 -0.5 -1.3
N -7.9690 -5.6590 4.1015 -0.9 -0.2 -0.7
C -8.0738 -6.9203 3.3054 0.7 0.4 0.9
C -8.0878 -6.8177 1.8137 0.6 0.7 -1.0
O -9.2853 -6.3129 1.2620 -0.1 -0.7 2.5
C -9.4321 -6.3529 -0.0916 -1.0 0.7 -1.0
H -7.6294 -0.8603 2.7029 1.0 -0.1 0.8
H -8.8732 -1.4808 3.8507 0.2 -0.2 0.2
H -8.8207 -1.7648 2.0967 -0.5 -0.6 0.2
H -7.1142 -3.1530 5.0215 0.7 0.4 0.4
H -5.7227 -3.0666 3.7357 0.4 0.0 1.1
H -6.0470 -5.5599 4.8368 0.1 0.9 0.7
H -6.1065 -5.3637 3.1863 0.1 0.3 -0.6
H -8.5925 -5.0285 3.6180 -0.2 0.4 0.1
H -8.9125 -7.5619 3.5755 -0.2 0.4 0.5
H -7.1769 -7.4866 3.5562 0.1 -0.3 0.0
H -7.8337 -7.8138 1.4513 -0.1 -0.2 -0.5
H -7.3444 -6.0992 1.4682 0.7 -0.2 0.0
H -10.2802 -5.6779 -0.2062 0.0 0.0 -0.8
H -9.7370 -7.3156 -0.5018 0.2 -0.4 0.1
H -8.5905 -5.9599 -0.6621 0.3 0.0 0.0
C 1.6824 13.4009 -1.2844 2.5 1.3 0.1
O 2.8632 12.8255 -0.6288 -0.7 -1.6 0.1
C 4.0934 12.7525 -1.3805 -0.5 2.1 0.0
C 5.3378 12.2906 -0.5812 -2.1 -1.1 -0.8
N 5.6064 13.0562 0.5997 0.7 0.5 0.9
C 6.8254 12.5531 1.2824 -0.4 0.4 1.0
C 6.9304 12.8412 2.8169 -1.5 -0.9 0.7
O 6.2010 11.9221 3.7071 0.8 -0.4 -0.6
C 6.8356 10.6577 4.0237 -1.7 0.6 -1.1
H 1.9492 14.4576 -1.2978 -0.4 0.5 -0.2
H 0.7644 13.3428 -0.6996 0.4 -0.8 0.1
H 1.5760 13.1490 -2.3395 -0.1 -0.7 0.1
H 4.2565 13.7843 -1.6916 0.5 0.4 -0.1
H 3.9991 12.2363 -2.3359 -0.2 -0.7 0.2
H 6.1395 12.1928 -1.3132 0.3 0.5 0.2
H 5.0948 11.2742 -0.2713 0.2 -0.6 -0.1
H 4.8242 12.8374 1.2000 -0.2 0.3 0.3
H 7.6886 13.0459 0.8351 0.1 -0.3 -0.2
H 6.8547 11.4693 1.1703 0.5 -0.3 -0.1
H 6.4057 13.7501 3.1111 0.4 0.4 -0.5
H 7.9565 12.8608 3.1838 0.2 0.1 -0.4
H 6.8237 10.0175 3.1417 0.9 0.1 -0.4
H 6.0810 10.1117 4.5900 0.3 0.3 0.9
H 7.8048 10.7788 4.5076 -0.1 -0.1 0.0
O -0.7427 4.8247 -10.0778 0.1 -0.1 0.2
H -0.9189 5.7506 -10.2448 0.0 0.3 0.0
H -0.9839 4.3838 -10.8925 -0.1 -0.2 -0.2
O 4.0427 8.2123 -9.9335 -0.1 0.2 0.1
H 4.9220 7.9847 -10.2357 0.2 0.0 -0.1
H 3.5480 7.3954 -9.9979 -0.2 -0.2 0.0